No. 1
Below is a molecular structure, C14H33BrN3O6P2Pd at a distorted geometry, with properties calculated with ωB97M-V/def2-TZVPD.

Results
energy relative to the best compared isomer or geometry (same formula, charge and spin): 56.9 kcal/mol
net charge: +3
HOMO (alpha / beta): -16.74 / -16.74 eV

Geometry (Å):
Pd1 -0.446 0.150 -0.576
N1 -3.732 0.596 4.042
C1 -2.753 -0.473 3.753
P1 -1.204 0.458 3.172
O1 -1.496 1.856 3.628
O2 -0.926 0.166 1.733
C2 0.226 -0.068 4.287
N2 0.433 1.046 5.237
H1 -4.156 0.529 4.975
H2 -4.487 0.640 3.352
H3 -3.152 1.487 3.974
H4 -3.103 -1.155 2.981
H5 -2.554 -1.056 4.650
H6 1.104 -0.227 3.660
H7 0.012 -1.006 4.794
H8 -0.246 1.791 4.911
H9 1.388 1.427 5.211
H10 0.234 0.794 6.214
C3 -2.347 -2.213 -1.079
O3 -1.985 -1.148 -1.965
H11 -1.728 -3.098 -1.248
H12 -3.400 -2.474 -1.230
H13 -2.195 -1.853 -0.047
H14 -1.975 -1.496 -2.868
Br1 -5.654 2.294 -1.073
C4 -3.814 2.653 -1.324
C5 -3.355 3.871 -1.821
C6 -1.988 4.071 -1.925
C7 -1.122 3.046 -1.567
N3 -1.578 1.878 -1.125
C8 -2.881 1.672 -0.991
H15 -4.052 4.640 -2.118
H16 -1.590 5.009 -2.281
H17 -0.047 3.169 -1.636
H18 -3.212 0.706 -0.620
C9 3.030 1.178 -3.533
C10 2.566 1.242 -2.089
O4 2.692 -0.035 -1.435
P2 1.441 -0.987 -1.150
O5 1.097 -1.879 -2.396
C11 2.007 -2.916 -2.900
C12 2.143 -2.769 -4.398
O6 2.037 -2.043 -0.140
C13 2.730 -1.741 1.078
C14 4.223 -1.616 0.841
H19 2.963 2.167 -3.981
H20 2.417 0.486 -4.107
H21 4.068 0.856 -3.577
H22 1.503 1.556 -2.015
H23 3.187 1.935 -1.514
H24 1.560 -3.878 -2.635
H25 2.975 -2.817 -2.404
H26 1.168 -2.774 -4.878
H27 2.711 -3.614 -4.783
H28 2.665 -1.854 -4.667
H29 2.510 -2.586 1.737
H30 2.316 -0.817 1.507
H31 4.601 -2.519 0.369
H32 4.731 -1.489 1.792
H33 4.437 -0.766 0.201

=====

No. 2
Below is a molecular structure, H10O5 at a distorted geometry, with properties calculated with ωB97M-V/def2-TZVPD.

Results
energy relative to the best compared isomer or geometry (same formula, charge and spin): 140.5 kcal/mol
HOMO: -8.43 eV

Geometry (Å):
O1 0.834 0.895 -2.775
H1 1.165 0.057 -3.098
H2 0.519 0.704 -1.892
O2 0.222 0.274 0.699
H3 -0.183 -0.512 1.067
H4 0.000 0.244 -0.232
O3 -0.440 -0.296 -1.135
H5 -0.064 -0.928 -1.747
H6 -1.245 0.000 -1.559
O4 0.432 1.995 1.752
H7 0.067 1.776 2.609
H8 0.220 1.240 1.202
O5 -0.442 -1.921 1.333
H9 -1.279 -1.686 1.733
H10 0.194 -1.842 2.044

=====

No. 3
Below is 14 unconnected molecules or ions with the total composition C73H179N13O14 at a distorted geometry, with properties calculated with ωB97M-V/def2-TZVPD.

Results
HOMO: -7.51 eV

Geometry (Å):
C1 -7.006 4.839 -2.524
C2 -5.721 4.099 -3.094
C3 -4.447 4.809 -2.501
C4 -4.047 4.415 -1.095
C5 -3.943 2.898 -0.926
C6 -5.285 2.175 -1.351
N1 -5.707 2.644 -2.722
O1 -6.592 1.848 -3.428
C7 -4.840 0.711 -1.609
C8 -6.404 2.240 -0.207
C9 -5.628 4.257 -4.655
H1 -7.914 4.335 -2.856
H2 -6.935 5.854 -2.913
H3 -6.969 4.882 -1.436
H4 -3.647 4.607 -3.213
H5 -4.703 5.869 -2.493
H6 -4.760 4.911 -0.436
H7 -3.078 4.898 -0.967
H8 -3.769 2.854 0.149
H9 -3.145 2.382 -1.459
H10 -5.561 0.021 -2.047
H11 -4.034 0.550 -2.324
H12 -4.475 0.103 -0.781
H13 -6.191 3.135 0.377
H14 -7.319 2.402 -0.777
H15 -6.598 1.408 0.470
H16 -4.677 3.851 -4.998
H17 -5.734 5.304 -4.938
H18 -6.385 3.744 -5.249
H19 -6.093 1.382 -4.103
C10 2.521 -0.825 8.261
C11 3.581 -0.076 7.362
C12 3.016 -0.108 5.869
C13 1.997 0.995 5.565
C14 2.510 2.374 6.014
C15 3.008 2.397 7.522
N2 3.930 1.313 7.818
O2 4.466 1.414 9.084
C16 3.771 3.746 7.565
C17 1.839 2.470 8.477
C18 4.966 -0.844 7.408
H20 2.868 -0.707 9.287
H21 2.432 -1.886 8.028
H22 1.511 -0.422 8.188
H23 3.819 0.022 5.144
H24 2.446 -1.010 5.645
H25 1.067 0.752 6.079
H26 1.720 1.157 4.524
H27 1.706 3.093 5.861
H28 3.324 2.646 5.341
H29 4.780 3.607 7.177
H30 3.139 4.543 7.173
H31 4.046 4.197 8.519
H32 1.240 3.358 8.271
H33 1.136 1.636 8.486
H34 2.101 2.717 9.506
H35 5.425 -0.939 8.392
H36 5.722 -0.436 6.737
H37 4.712 -1.885 7.206
H38 5.330 1.014 8.959
C19 3.495 0.419 -6.715
C20 4.075 -0.301 -5.460
C21 4.636 -1.629 -6.035
C22 5.390 -2.391 -4.947
C23 6.581 -1.582 -4.508
C24 6.212 -0.139 -4.027
N3 5.187 0.513 -4.889
O3 4.768 1.735 -4.467
C25 5.809 -0.177 -2.571
C26 7.534 0.730 -4.152
C27 2.890 -0.482 -4.434
H39 2.941 -0.224 -7.399
H40 4.249 0.900 -7.337
H41 2.836 1.205 -6.346
H42 3.857 -2.340 -6.311
H43 5.256 -1.533 -6.926
H44 5.771 -3.358 -5.274
H45 4.804 -2.740 -4.097
H46 7.242 -1.464 -5.366
H47 7.164 -2.065 -3.724
H48 6.636 -0.439 -1.912
H49 5.404 0.760 -2.190
H50 5.068 -0.973 -2.490
H51 7.467 1.805 -3.985
H52 8.178 0.328 -3.370
H53 8.039 0.541 -5.099
H54 2.032 -1.095 -4.712
H55 2.604 0.481 -4.011
H56 3.359 -1.030 -3.617
H57 5.318 2.322 -4.991
C28 3.623 6.238 2.072
C29 2.370 5.284 2.196
C30 1.842 5.482 3.680
C31 0.483 4.818 3.902
C32 -0.569 5.390 2.938
C33 -0.192 5.301 1.463
N4 1.255 5.686 1.290
O4 1.684 5.565 -0.080
C34 -0.468 3.812 0.996
C35 -1.069 6.292 0.615
C36 2.858 3.850 2.041
H58 4.000 6.247 1.049
H59 4.431 6.125 2.795
H60 3.275 7.247 2.293
H61 2.577 5.050 4.359
H62 1.809 6.519 4.014
H63 0.067 5.007 4.891
H64 0.583 3.742 3.756
H65 -0.735 6.437 3.193
H66 -1.467 4.786 3.064
H67 -0.144 3.590 -0.021
H68 0.276 3.184 1.486
H69 -1.491 3.439 1.054
H70 -0.802 7.293 0.953
H71 -0.921 6.199 -0.461
H72 -2.120 6.156 0.868
H73 3.940 3.764 1.938
H74 2.466 3.355 1.153
H75 2.640 3.150 2.847
H76 1.785 6.499 -0.278
C37 2.570 2.663 -1.732
O5 2.943 3.332 -2.915
H77 2.141 1.672 -1.885
H78 3.458 2.599 -1.103
H79 1.835 3.272 -1.206
H80 3.738 2.910 -3.250
C38 4.827 -5.789 -3.046
C39 3.433 -5.734 -2.398
C40 2.609 -4.491 -2.765
O6 1.518 -4.383 -1.849
C41 0.500 -3.500 -2.360
N5 2.795 -6.955 -2.843
H81 4.824 -5.722 -4.134
H82 5.311 -6.715 -2.736
H83 5.475 -5.033 -2.602
H84 3.475 -5.561 -1.323
H85 2.223 -4.688 -3.765
H86 3.131 -3.535 -2.806
H87 0.945 -2.538 -2.617
H88 -0.306 -3.372 -1.637
H89 -0.068 -3.926 -3.187
H90 1.797 -6.832 -2.743
H91 2.934 -7.032 -3.840
C42 -7.155 -1.791 -5.029
C43 -6.972 -0.758 -6.166
C44 -5.501 -0.150 -6.325
O7 -5.043 0.385 -5.114
C45 -3.751 0.984 -5.215
N6 -7.549 -1.308 -7.393
H92 -6.874 -2.811 -5.290
H93 -8.208 -1.916 -4.777
H94 -6.671 -1.549 -4.082
H95 -7.530 0.172 -6.052
H96 -5.658 0.612 -7.089
H97 -4.784 -0.844 -6.763
H98 -3.559 1.643 -4.369
H99 -3.563 1.510 -6.151
H100 -3.148 0.076 -5.234
H101 -7.023 -2.142 -7.613
H102 -8.462 -1.577 -7.058
C46 -1.092 -1.863 6.330
C47 -0.855 -3.091 5.512
C48 -1.376 -4.386 6.201
O8 -0.368 -4.813 7.160
C49 -0.810 -5.904 7.908
N7 -1.606 -2.900 4.253
H103 -0.576 -0.992 5.925
H104 -0.602 -2.053 7.285
H105 -2.136 -1.665 6.572
H106 0.219 -3.176 5.347
H107 -1.417 -5.277 5.574
H108 -2.338 -4.183 6.671
H109 -0.157 -6.032 8.771
H110 -0.878 -6.913 7.502
H111 -1.763 -5.733 8.410
H112 -1.127 -2.388 3.525
H113 -1.890 -3.765 3.815
C50 3.279 -0.090 1.280
C51 3.550 -1.171 0.189
C52 4.922 -2.019 0.495
O9 5.975 -1.027 0.716
C53 7.289 -1.507 0.868
N8 2.418 -2.072 0.086
H114 4.032 0.693 1.188
H115 3.307 -0.523 2.280
H116 2.347 0.446 1.099
H117 3.716 -0.746 -0.801
H118 5.222 -2.758 -0.248
H119 4.765 -2.562 1.427
H120 7.931 -0.641 0.703
H121 7.554 -2.231 0.098
H122 7.570 -1.962 1.818
H123 2.621 -2.658 -0.712
H124 2.443 -2.680 0.891
C54 -1.293 5.184 -5.032
C55 -0.617 4.163 -4.107
C56 0.192 3.248 -5.047
O10 -0.766 2.487 -5.770
C57 -0.290 1.343 -6.358
N9 0.247 4.986 -3.331
H125 -1.915 5.906 -4.503
H126 -1.964 4.721 -5.755
H127 -0.559 5.851 -5.484
H128 -1.295 3.581 -3.483
H129 0.811 2.636 -4.392
H130 0.869 3.802 -5.697
H131 0.359 0.884 -5.613
H132 0.303 1.560 -7.246
H133 -1.180 0.766 -6.609
H134 0.817 4.370 -2.769
H135 -0.300 5.609 -2.754
C58 -0.710 0.315 2.040
C59 -1.088 -0.401 0.722
C60 -0.499 0.261 -0.612
O11 -0.979 -0.484 -1.695
C61 -0.477 0.127 -2.905
N10 -0.586 -1.749 0.889
H136 -0.987 1.369 2.059
H137 0.364 0.341 2.227
H138 -1.176 -0.175 2.894
H139 -2.176 -0.394 0.671
H140 0.589 0.260 -0.550
H141 -0.799 1.308 -0.672
H142 -0.967 1.098 -2.979
H143 -0.670 -0.462 -3.801
H144 0.586 0.347 -2.803
H145 0.360 -1.556 0.593
H146 -1.011 -2.165 0.073
C62 0.290 -7.077 1.566
C63 0.616 -5.634 1.975
C64 2.107 -5.272 1.785
O12 2.423 -3.847 2.036
C65 2.141 -3.448 3.352
N11 -0.285 -4.713 1.201
H147 0.831 -7.439 0.692
H148 -0.767 -7.254 1.368
H149 0.639 -7.856 2.244
H150 0.340 -5.460 3.015
H151 2.446 -5.388 0.756
H152 2.638 -5.961 2.442
H153 1.141 -3.026 3.448
H154 2.866 -2.694 3.663
H155 2.179 -4.270 4.066
H156 -0.162 -4.900 0.216
H157 -0.099 -3.730 1.344
C66 -6.333 -2.284 2.323
C67 -5.256 -1.238 2.146
C68 -5.171 -0.039 3.099
O13 -3.911 0.696 2.942
C69 -4.097 1.967 3.532
N12 -4.029 -1.963 2.142
H158 -7.264 -1.720 2.275
H159 -6.091 -2.831 3.234
H160 -6.285 -3.034 1.533
H161 -5.256 -0.830 1.136
H162 -5.133 -0.543 4.065
H163 -6.072 0.565 2.994
H164 -4.880 2.609 3.131
H165 -3.187 2.564 3.484
H166 -4.162 1.953 4.620
H167 -3.262 -1.325 2.299
H168 -4.027 -2.465 3.018
C70 -2.726 -5.888 -1.356
C71 -3.264 -4.522 -1.053
C72 -4.418 -4.058 -2.028
O14 -4.083 -3.754 -3.394
C73 -3.327 -2.577 -3.473
N13 -3.796 -4.507 0.334
H169 -3.385 -6.648 -0.936
H170 -1.811 -6.154 -0.827
H171 -2.556 -5.988 -2.428
H172 -2.449 -3.820 -1.224
H173 -5.022 -3.251 -1.614
H174 -5.091 -4.907 -2.145
H175 -2.245 -2.694 -3.423
H176 -3.532 -1.851 -2.686
H177 -3.372 -2.018 -4.408
H178 -3.032 -4.579 0.990
H179 -4.141 -3.591 0.581

=====

No. 4
Below is a molecular structure, C40H53BBiN10O6S6, with properties calculated with ωB97M-V/def2-TZVPD.

Results
energy relative to the best compared isomer or geometry (same formula, charge and spin): 0.0 kcal/mol
net charge: -2
2S+1: 2
HOMO (alpha / beta): 0.50 / -1.77 eV

Geometry (Å):
Bi1 -0.375 0.640 0.665
O1 3.871 0.826 2.939
C1 3.638 2.014 3.567
C2 4.672 2.679 4.219
C3 4.440 3.857 4.915
C4 3.151 4.368 4.970
C5 2.125 3.711 4.311
C6 2.336 2.537 3.582
C7 1.202 1.919 2.855
O2 1.446 1.225 1.769
N1 0.023 2.114 3.351
N2 -0.957 1.451 2.669
C8 -2.168 1.467 3.281
C9 -3.228 0.565 3.088
C10 -4.432 0.749 3.814
C11 -5.454 -0.185 3.818
C12 -5.308 -1.363 3.087
C13 -4.154 -1.555 2.321
C14 -3.122 -0.610 2.256
O3 -2.084 -0.827 1.496
H1 4.813 0.635 2.979
H2 5.671 2.251 4.188
H3 5.260 4.361 5.411
H4 2.948 5.285 5.510
H5 1.117 4.101 4.317
H6 -2.261 2.195 4.084
H7 -4.532 1.656 4.403
H8 -6.346 -0.011 4.412
H9 -6.082 -2.125 3.110
H10 -4.023 -2.457 1.730
C15 -2.839 0.466 -5.902
C16 -2.667 0.034 -4.444
C17 -3.900 -0.786 -4.063
C18 -2.519 1.274 -3.565
N3 -1.431 -0.780 -4.328
C19 -0.461 -0.844 -5.317
C20 0.576 -1.529 -4.813
N4 0.280 -1.878 -3.515
B1 1.369 -2.629 -2.708
N5 2.622 -1.759 -2.473
C21 3.841 -2.387 -2.373
C22 4.775 -1.466 -2.095
N6 4.133 -0.241 -2.023
C23 2.788 -0.428 -2.245
S1 1.581 0.759 -2.216
C24 4.807 1.019 -1.623
C25 4.276 1.457 -0.262
C26 6.309 0.756 -1.508
C27 4.600 2.104 -2.681
N7 0.834 -3.272 -1.402
C28 0.051 -4.396 -1.530
C29 -0.206 -4.879 -0.307
N8 0.428 -4.051 0.605
C30 1.046 -3.033 -0.082
S2 1.916 -1.747 0.620
C31 0.438 -4.292 2.077
C32 -0.406 -5.530 2.380
C33 1.875 -4.564 2.525
C34 -0.164 -3.111 2.835
C35 -0.953 -1.404 -3.200
S3 -1.700 -1.521 -1.682
H11 -3.806 0.962 -5.990
H12 -2.072 1.178 -6.209
H13 -2.830 -0.390 -6.580
H14 -4.783 -0.152 -4.166
H15 -4.002 -1.652 -4.723
H16 -3.833 -1.135 -3.038
H17 -3.364 1.948 -3.716
H18 -2.482 1.010 -2.511
H19 -1.596 1.803 -3.805
H20 -0.571 -0.383 -6.278
H21 1.521 -1.785 -5.257
H22 1.747 -3.553 -3.408
H23 3.933 -3.451 -2.496
H24 5.826 -1.591 -1.932
H25 4.208 0.611 0.423
H26 4.943 2.208 0.165
H27 3.277 1.875 -0.347
H28 6.539 0.064 -0.695
H29 6.726 0.367 -2.439
H30 6.798 1.705 -1.290
H31 3.543 2.311 -2.821
H32 5.091 3.021 -2.349
H33 5.033 1.796 -3.637
H34 -0.274 -4.743 -2.494
H35 -0.792 -5.729 -0.022
H36 -0.028 -6.419 1.871
H37 -0.359 -5.709 3.454
H38 -1.451 -5.375 2.108
H39 2.277 -5.445 2.016
H40 2.508 -3.707 2.303
H41 1.886 -4.745 3.602
H42 -1.095 -2.783 2.375
H43 -0.355 -3.410 3.868
H44 0.511 -2.259 2.835
S4 -1.232 3.939 -1.139
C36 -0.299 3.086 -0.125
S5 -3.645 2.149 0.102
C37 -4.919 1.120 -0.094
N9 -6.251 1.413 0.112
C38 -7.025 0.179 0.216
C39 -6.092 -0.866 -0.430
N10 -4.845 -0.143 -0.546
H45 -6.413 2.156 0.772
H46 -7.972 0.269 -0.320
H47 -7.225 -0.079 1.260
H48 -6.455 -1.191 -1.411
H49 -5.975 -1.739 0.212
H50 -3.940 -0.595 -0.614
C40 2.762 5.149 1.172
S6 1.307 5.215 0.159
O4 0.398 6.165 0.730
O5 1.730 5.369 -1.203
O6 0.818 3.703 0.462
H51 2.968 6.175 1.470
H52 3.562 4.751 0.560
H53 2.583 4.518 2.037